[1]
Below is C29H24Br2N6O4PdS2 as an isolated structure, with properties calculated with wB97M-V/def2-TZVPD.

Element x y z (Å)
Pd 1.3649 -0.4014 -0.5979
C 1.2992 -3.9838 -0.6884
C 1.0207 -3.3659 -2.0199
C 0.5940 -4.1714 -3.0902
C 0.3448 -3.6190 -4.3162
C 0.5430 -2.2381 -4.4943
C 0.3468 -1.5487 -5.7399
Br -0.2217 -2.4772 -7.2412
C 0.5834 -0.1877 -5.8595
C 1.0269 0.5475 -4.7763
Br 1.3521 2.3638 -4.9545
C 1.2399 -0.0685 -3.4955
O 1.6592 0.5769 -2.5054
C 0.9630 -1.5039 -3.3813
N 1.1846 -2.0594 -2.1708
H 1.4069 -5.0607 -0.7845
H 0.4767 -3.7865 0.0027
H 2.2175 -3.5782 -0.2635
H 0.4671 -5.2315 -2.9301
H 0.0156 -4.2326 -5.1428
H 0.4253 0.3009 -6.8103
O -4.1910 1.8954 1.1248
S -3.7793 1.6306 -0.2359
O -4.7792 1.5050 -1.2443
N -2.7528 0.3527 -0.2464
C -1.5747 0.6918 -0.6844
O -0.6806 -0.2133 -0.8087
C -1.3921 2.1432 -1.0019
C -0.3090 2.8302 -1.5238
C -0.4353 4.1973 -1.7378
C -1.6208 4.8663 -1.4489
C -2.7221 4.1753 -0.9544
C -2.5742 2.8235 -0.7389
H 0.6067 2.3223 -1.7951
H 0.3984 4.7482 -2.1508
H -1.6943 5.9287 -1.6291
H -3.6577 4.6782 -0.7521
N 3.4466 -1.7683 1.5338
C 2.1761 -2.0408 1.9484
C 1.9467 -2.8324 3.0857
C 0.6530 -3.0931 3.4647
C -0.4081 -2.5509 2.7306
C -0.1075 -1.7712 1.6423
N 1.1619 -1.5204 1.2549
H 4.2019 -2.3192 1.9036
H 3.6044 -1.3579 0.6204
H 2.7842 -3.2498 3.6265
H 0.4620 -3.7253 4.3211
H -1.4368 -2.7498 2.9866
H -0.8762 -1.3317 1.0162
N 3.1769 1.0235 3.1325
C 2.0130 1.2412 2.5331
S 1.8973 1.6606 0.9216
N 0.9125 1.0549 3.3695
C -0.3827 1.4967 3.2438
C -0.7595 2.6664 2.5323
C -2.0620 3.0698 2.5791
C -3.0345 2.3137 3.2692
C -2.6633 1.1540 3.9784
C -1.3572 0.7687 3.9951
H 4.0160 1.1204 2.5795
H 3.2814 0.9625 4.1345
H 1.0938 0.5554 4.2332
H -0.0140 3.2544 2.0213
H -2.3637 3.9850 2.0951
H -4.0588 2.6477 3.2735
H -3.4125 0.5908 4.5135
H -1.0427 -0.1055 4.5477

Properties
- Charge: +2
- Energy relative to the best compared isomer or geometry (same formula, charge and spin): 8.44 kcal per mole
- Expectation value of S²: 6.053
- Multiplicity: 5
- Orbital gap (alpha / beta): 7.55 / 4.76 eV

[2]
Below is one molecule with the formula C4H7NO, with properties calculated with wB97M-V/def2-TZVPD.

Element x y z (Å)
H -2.8538 1.1023 0.3886
N -2.0273 0.4074 0.4737
C -0.8726 0.8772 0.2810
C 0.3823 -0.0434 0.2198
C 0.1624 -1.5579 0.3342
C 1.3007 0.6357 -0.8349
O 1.5911 0.4787 0.5389
H -0.5866 1.9186 0.0295
H 1.0223 -2.1922 0.3706
H -0.5370 -1.8643 -0.4670
H -0.5651 -1.6500 1.1946
H 1.8778 0.0973 -1.5342
H 1.1058 1.7906 -0.9948

Properties
- SMILES string: [H]/N=C/[C@@]1(C)CO1
- Charge: 0
- Energy relative to the best compared isomer or geometry (same formula, charge and spin): 73.00 kcal per mole
- Orbital gap: 10.59 eV

[3]
Below is C24H41BBrFI2N2O9S3 as an isolated structure, with properties calculated with wB97M-V/def2-TZVPD.

Element x y z (Å)
C 1.1531 0.9439 4.3652
C 1.3057 1.1345 2.8532
C 0.0285 0.6846 2.1010
C -1.0067 1.8102 2.1260
C 0.2626 -0.0871 0.7720
C -0.9211 -1.0656 0.5621
C -2.2574 -0.5324 0.0061
C -3.4379 -1.3133 0.5677
I -3.8294 -0.9402 2.6371
O 1.4585 -0.8868 0.8307
C 1.5462 -1.8317 1.8194
Br 1.1540 -3.6629 1.1642
C 2.9990 -1.8025 2.4067
C 3.9992 -1.1424 1.4927
F 3.4659 -3.1045 2.5978
C 0.5624 0.7823 -0.4930
N 1.7119 1.6528 -0.1065
C 1.6007 2.8417 0.0876
S 1.4985 4.3840 0.2286
O -0.5473 1.6497 -0.7738
C -0.8232 1.9811 -1.9913
N -0.9800 2.3894 -3.0567
O 1.1258 0.1303 -1.5578
C 0.4929 -0.9669 -2.1965
I 0.4286 -0.5155 -4.3482
B 1.3552 -2.3124 -2.1714
O 2.6223 -2.3278 -1.6183
O 0.7783 -3.3946 -2.7583
C 0.9078 -4.6359 -2.0604
H 0.5906 0.0486 4.6315
H 2.1151 0.9973 4.8712
H 0.5770 1.7800 4.7538
H 1.4176 2.2081 2.6960
H 2.2065 0.6767 2.4606
H -0.4007 -0.0651 2.7697
H -0.9555 2.2578 3.1178
H -2.0306 1.4603 2.0326
H -0.8330 2.6150 1.4196
H -1.1614 -1.5629 1.4999
H -0.5993 -1.8673 -0.0977
H -2.3228 -0.7155 -1.0707
H -2.4102 0.5314 0.1393
H -4.3369 -1.0040 0.0461
H -3.3038 -2.3834 0.4471
H 0.8473 -1.7109 2.6406
H 2.9852 -1.3733 3.4077
H 4.9486 -1.1023 2.0271
H 3.7385 -0.1240 1.2224
H 4.1549 -1.7244 0.5879
H -0.5468 -1.1312 -1.9413
H 3.2660 -2.3562 -2.3362
H 0.1100 -4.7148 -1.3240
H 1.8877 -4.7681 -1.6109
H 0.7291 -5.4232 -2.7916
C -0.1892 8.0688 5.1732
C -1.6740 7.9671 4.7970
C -1.8394 6.7210 3.9174
S -0.5358 5.5839 4.4108
O 0.3704 5.4109 3.3036
O -1.1137 4.4478 5.0845
C 0.2269 6.6686 5.6128
H -0.0204 8.7995 5.9625
H 0.3935 8.3733 4.3014
H -2.2727 7.8608 5.7035
H -2.0215 8.8593 4.2788
H -2.8004 6.2345 4.0633
H -1.6953 6.9469 2.8627
H 1.3025 6.5090 5.6090
H -0.1864 6.4187 6.5896
C -2.1044 -5.5108 -7.5056
C -0.7283 -6.1903 -7.4883
C 0.3215 -5.0921 -7.2757
S -0.4991 -3.7808 -6.3517
O -0.5735 -2.6080 -7.1861
O 0.0361 -3.7175 -5.0144
C -2.1140 -4.5568 -6.3159
H -2.9149 -6.2354 -7.4416
H -2.2274 -4.9484 -8.4336
H -0.6861 -6.9057 -6.6646
H -0.5381 -6.7404 -8.4086
H 1.1751 -5.4404 -6.7001
H 0.6594 -4.6677 -8.2190
H -2.8820 -3.7893 -6.3763
H -2.1960 -5.0974 -5.3733

Properties
- Charge: 0
- Orbital gap: 8.95 eV

[4]
Below is a 2-piece molecular cluster, C6H15N3O2 overall, with properties calculated with wB97M-V/def2-TZVPD.

Element x y z (Å)
H -0.7443 3.9175 -1.0848
N -0.8448 2.9875 -1.4812
C -0.2433 1.9946 -0.9677
N 0.7354 2.1596 0.0487
N -0.5487 0.6765 -1.1030
C -1.6791 0.2962 -1.9514
C -1.0227 -0.4897 -3.1522
H 1.2808 1.3827 0.3996
H 1.2271 3.0410 0.0595
H 0.0513 -0.1317 -0.9127
H -2.2629 1.1065 -2.4492
H -2.3953 -0.2939 -1.3632
H -0.5116 -1.4339 -3.0592
H -0.1653 0.2351 -3.4973
H -1.7906 -0.4617 -3.8974
C 2.3412 -2.0948 1.8161
C 0.9821 -2.2409 2.4263
C 0.1214 -1.3131 1.5841
O -0.5335 -1.5205 0.6012
O 0.1886 -0.1621 2.2586
H 2.2533 -2.1938 0.7419
H 3.1493 -2.8192 1.8623
H 2.8532 -1.1937 2.1449
H 0.5545 -3.2725 2.2584
H 1.1535 -2.0140 3.4836
H -0.2312 0.6965 1.9827

Properties
- SMILES string: [H]/N=C(\N)NCC.CCC(=O)O
- Charge: 0
- Energy relative to the best compared isomer or geometry (same formula, charge and spin): 18.34 kcal per mole
- Orbital gap: 9.11 eV

[5]
Below is C27H21Cl5N3PSc as an isolated structure, with properties calculated with wB97M-V/def2-TZVPD.

Element x y z (Å)
Sc -0.0543 -0.7269 0.3983
Cl -1.4850 -2.2709 2.0907
C -1.3096 -3.2927 0.6251
C -0.6628 -2.6964 -0.4203
C -0.4790 -3.4717 -1.5468
Cl 0.3610 -2.7746 -2.9024
C -0.9320 -4.7871 -1.6165
Cl -0.6980 -5.7237 -3.0351
C -1.5834 -5.3492 -0.5072
Cl -2.1393 -6.9664 -0.5639
C -1.7795 -4.5968 0.6488
Cl -2.5584 -5.2413 2.0363
C -4.2758 2.8325 -0.7126
N -3.9036 1.4203 -0.9024
C -4.8998 0.4507 -1.3935
C -2.7744 0.9899 -0.4243
N -1.7666 0.6022 -0.0014
H -4.7211 3.1954 -1.6357
H -3.3810 3.4107 -0.5010
H -4.9829 2.9302 0.1093
H -5.3841 0.8807 -2.2667
H -5.6369 0.2408 -0.6205
H -4.3960 -0.4661 -1.6860
N 1.7961 -0.2054 0.3682
P 2.4850 -0.5190 1.7558
C 1.2245 -0.3248 3.0624
C 1.0648 -1.1927 4.1426
C 0.0268 -1.0059 5.0410
C -0.8788 0.0373 4.8654
C -0.7363 0.9061 3.7954
C 0.3188 0.7348 2.9044
C 3.0676 -2.2153 1.9093
C 3.8615 -2.6053 2.9928
C 4.2428 -3.9283 3.1414
C 3.8511 -4.8744 2.1993
C 3.0915 -4.4916 1.1057
C 2.7024 -3.1642 0.9593
C 3.8764 0.5166 2.2098
C 4.7671 0.8987 1.2054
C 5.8928 1.6407 1.5264
C 6.1344 2.0075 2.8448
C 5.2437 1.6448 3.8448
C 4.1135 0.9027 3.5269
H 1.7306 -2.0372 4.2630
H -0.0874 -1.6851 5.8756
H -1.6901 0.1693 5.5695
H -1.4349 1.7212 3.6580
H 0.4691 1.4447 2.0969
H 4.1987 -1.8732 3.7179
H 4.8546 -4.2244 3.9834
H 4.1577 -5.9064 2.3111
H 2.8139 -5.2197 0.3545
H 2.1404 -2.8672 0.0831
H 4.5739 0.6245 0.1753
H 6.5820 1.9380 0.7471
H 7.0170 2.5835 3.0917
H 5.4245 1.9447 4.8687
H 3.4139 0.6389 4.3123

Properties
- Charge: +1
- Orbital gap: 8.68 eV

[6]
Below is a 2-piece molecular cluster, C2Cl2F2N2 overall, with properties calculated with wB97M-V/def2-TZVPD.

Element x y z (Å)
C 0.2026 -1.9862 -1.0946
C 0.7863 -1.4830 0.0872
N -0.4188 -2.2559 -2.0339
N -0.6920 2.2855 0.9103
F -1.7950 2.1663 0.1807
F -0.0973 3.4860 0.5391
Cl 0.6603 -2.2573 1.5431
Cl 1.3539 0.0446 -0.1318

Properties
- Charge: 0
- Energy relative to the best compared isomer or geometry (same formula, charge and spin): 31.89 kcal per mole
- Orbital gap (alpha / beta): 7.85 / 9.71 eV